[1]
ORCA calculation (the ωB97M-V functional and the def2-TZVPD basis) on a structure of composition H12O6V.

Element x y z (Å)
V -0.08304 -0.15578 0.09017
O 1.39836 0.01019 1.75548
H 1.45663 0.83176 2.21669
H 2.30989 -0.29479 1.67575
O 0.59480 1.71624 -0.49598
H 1.45026 1.82134 -0.88716
H 0.16768 2.58781 -0.59729
O 1.59897 -1.01242 -0.78424
H 2.18236 -1.31243 -0.12275
H 1.58606 -1.73087 -1.44187
O -1.56068 1.12858 1.09830
H -2.45030 1.40395 1.13582
H -1.13370 1.96246 1.33726
O -1.02330 -0.22529 -1.78677
H -0.43517 -0.14764 -2.54425
H -1.86792 -0.24051 -2.23665
O -1.13871 -1.86292 0.73048
H -0.97206 -2.77128 0.33953
H -2.08011 -1.70842 0.51748

## Properties
**Spin multiplicity**: 3
**Charge**: +3
**⟨S²⟩**: 2.007
**Strongest force on any atom**: 0.0592 Eh/bohr
**ΔE to the lowest compared entry with this formula, charge and spin**: 79.2 kJ/mol
**DFT total energy**: -1401.5267 hartree
**E_HOMO (spin up / spin down)**: -0.938 / -0.956 Ha
**E_LUMO (spin up / spin down)**: -16.01 / -14.87 eV
**HOMO-LUMO gap (spin up / spin down)**: 9.515 / 11.138 eV

Löwdin atomic charge list, values in e, 6 entries:
1. V 1.3407
2. O 0.0333
3. H 0.1126
4. H 0.1283
5. O -0.0062
6. H 0.1231

---

[2]
ORCA calculation (the ωB97M-V functional and the def2-TZVPD basis) on a structure of composition H12O6Zn.

Element x y z (Å)
Zn -0.30716 0.22995 -0.02789
O -0.57116 1.07795 1.90911
H -0.08416 0.77595 2.72011
H -0.88316 1.93095 2.01211
O -1.11016 -1.44005 0.68711
H -0.96616 -2.09305 1.42011
H -1.55716 -2.06205 -0.00889
O 0.92984 1.83495 -0.35189
H 1.55384 1.50995 -1.04189
H 1.38084 2.31195 0.35011
O -1.85516 0.70395 -1.22289
H -2.22816 -0.10005 -1.57189
H -1.95916 1.30895 -1.96489
O 1.57784 -0.58305 0.86511
H 2.42184 -0.55605 0.32211
H 1.73484 -1.12905 1.61811
O 0.61884 -0.85305 -1.72789
H 1.05884 -1.67105 -1.46489
H 0.24484 -1.19705 -2.52089

## Properties
**Spin multiplicity**: 1
**Charge**: +2
**Strongest force on any atom**: 0.0806 Eh/bohr
**ΔE to the lowest compared entry with this formula, charge and spin**: 112.9 kJ/mol
**DFT total energy**: -2237.4139 hartree
**E_HOMO**: -0.752 Ha
**E_LUMO**: -7.51 eV
**HOMO-LUMO gap**: 12.938 eV

Löwdin atomic charge list, values in e, 6 entries:
1. Zn 0.7046
2. O 0.0198
3. H 0.1380
4. H 0.0583
5. O -0.0520
6. H 0.1388

---

[3]
ORCA calculation (the ωB97M-V functional and the def2-TZVPD basis) on a structure of composition H12O8V.

Element x y z (Å)
O -7.62983 15.84357 1.52230
V -8.33704 17.17693 2.00145
O -7.22357 18.22365 2.30570
O -9.90006 18.62264 2.72944
H -10.74513 18.37319 3.12844
H -9.87148 19.59314 2.70301
O -9.18206 13.86395 -1.36268
H -9.87452 14.51617 -1.50665
H -8.79618 14.05085 -0.49627
O -8.61144 16.33788 3.93486
H -8.82062 16.78980 4.76621
H -8.76996 15.38764 4.04281
O -7.24270 21.23790 1.41088
H -7.48360 20.31699 1.54270
H -6.34516 21.31498 1.75884
O -10.38666 16.07023 1.60552
H -10.85666 15.93765 0.77015
H -10.95997 15.69366 2.28792
O -8.53561 17.99556 -0.01825
H -7.77686 18.53701 -0.29505
H -9.27680 18.21328 -0.59931

## Properties
**Spin multiplicity**: 1
**Charge**: +1
**Strongest force on any atom**: 0.0297 Eh/bohr
**ΔE to the lowest compared entry with this formula, charge and spin**: 28.4 kJ/mol
**DFT total energy**: -1552.9195 hartree
**E_HOMO**: -0.522 Ha
**E_LUMO**: -4.53 eV
**HOMO-LUMO gap**: 9.681 eV

Löwdin atomic charge list, values in e, 6 entries:
1. O -0.2706
2. V 0.8819
3. O -0.2703
4. O -0.0554
5. H 0.0946
6. H 0.1112

---

[4]
ORCA calculation (the ωB97M-V functional and the def2-TZVPD basis) on a cluster of 6 separate species, H13O6 in total.

Element x y z (Å)
O -27.59526 13.28981 35.81965
H -27.85244 14.04302 35.52268
H -28.35002 12.98909 36.32444
H -27.62777 12.53563 35.09600
O -28.08907 14.55222 38.38756
H -27.91642 14.08025 39.17123
H -29.10681 14.61089 38.29609
O -29.55996 11.90498 37.26787
H -30.47067 12.14889 37.60697
H -29.73370 10.95040 37.41533
O -27.27015 11.85786 33.44231
H -27.87228 11.36078 33.00111
H -26.71541 12.11188 32.83611
O -28.77715 15.30337 34.45191
H -29.67239 15.09102 34.63063
H -28.77211 15.78547 33.51251
O -26.63772 10.21277 35.90539
H -27.43770 9.65171 35.48748
H -26.54187 10.70299 35.16651

## Properties
**Spin multiplicity**: 1
**Charge**: +1
**Strongest force on any atom**: 0.2074 Eh/bohr
**ΔE to the lowest compared entry with this formula, charge and spin**: 321.1 kJ/mol
**DFT total energy**: -458.8960 hartree
**E_HOMO**: -0.548 Ha
**E_LUMO**: -3.52 eV
**HOMO-LUMO gap**: 11.394 eV

Löwdin atomic charge list, values in e, 6 entries:
1. O 0.3157
2. H -0.0169
3. H 0.0816
4. H 0.1678
5. O -0.0512
6. H 0.0175